Computed, not measured: C7H12N2 as an isolated structure, with the ωB97M-V functional and the def2-TZVPD basis.

Results
Spin multiplicity = 1
Molar mass = 124.2 g/mol
LUMO = 0.9847 eV
Highest occupied orbital energy = -8.33 eV

Each line ends with the natural charge from an NBO analysis.
Positions of all 21 atoms, in Å:
1 C 1.461967 -0.827285 -1.297681  -0.234
2 C 1.316163 0.739302 0.514528  -0.270
3 C 0.330554 -0.152011 -0.222560  0.135
4 C -0.316225 -1.387793 0.553591  -0.465
5 C -1.624702 -0.585317 0.886213  -0.253
6 C -1.942500 0.055671 -0.559373  -0.231
7 C -1.094579 0.984898 0.903570  -0.225
8 H 1.808662 -1.952313 -1.074458  0.238
9 H 1.299626 -0.397774 -2.518840  0.230
10 H 3.077786 1.262284 -0.706132  0.379
11 H 0.851129 1.847816 0.469567  0.190
12 H 1.386510 0.566358 1.604586  0.175
13 H -0.352001 -2.086947 -0.376140  0.206
14 H 0.316849 -1.975914 1.409163  0.239
15 H -2.458150 -1.074278 1.297233  0.215
16 H -1.926192 -0.768472 -1.478709  0.173
17 H -2.898733 0.639837 -0.743505  0.221
18 H -0.265049 1.220026 1.579340  0.213
19 H -2.094135 1.595815 1.192508  0.225
20 N 2.478005 0.339030 -0.339521  -0.686
21 N -0.696628 0.826509 -0.421099  -0.479

Atomic forces in eV per Å
0.2 5.1 -0.2
1.1 0.9 -0.9
3.1 -2.3 1.1
0.4 0.0 -0.7
1.1 1.1 -3.0
-1.1 -4.1 -3.1
-3.1 -0.1 5.7
-0.8 2.9 -0.7
0.7 -1.8 3.8
-2.3 -3.6 0.4
2.1 -2.1 -0.5
0.8 -0.4 -0.4
-0.9 0.4 2.0
-1.6 2.0 -2.0
-0.9 -0.3 1.4
0.1 2.0 2.1
1.4 -0.4 0.8
-1.2 0.2 0.3
2.6 -0.8 -1.3
0.6 1.0 -1.0
-2.2 0.2 -3.9

=====

Computed, not measured: a 2-piece molecular cluster, C7H12N2O overall, with the ωB97M-V functional and the def2-TZVPD basis.

Results
Spin multiplicity = 1
Molar mass = 140.2 g/mol
SMILES string = C=CC/N=C/OC.CC#N
LUMO = 0.8911 eV
Highest occupied orbital energy = -9.19 eV

Each line ends with the natural charge from an NBO analysis.
Positions of all 22 atoms, in Å:
1 C -2.563682 0.622969 -1.187251  -0.399
2 C -2.393157 0.233685 0.019188  -0.167
3 C -1.424608 1.072068 0.983957  -0.260
4 C 0.470414 -2.585236 0.036998  0.307
5 C 0.789714 -2.495327 1.448703  -0.738
6 C 2.719946 1.088566 -1.125979  -0.265
7 C 0.613041 1.052717 -0.015959  0.415
8 N 0.190146 -2.456883 -1.065838  -0.351
9 N -0.124190 0.556474 0.903659  -0.489
10 O 1.806951 0.502482 -0.214707  -0.507
11 H -3.189722 0.217706 -1.909353  0.199
12 H -2.199392 1.614804 -1.572030  0.169
13 H -2.774384 -0.790610 0.318075  0.205
14 H -1.803067 0.900684 1.916480  0.200
15 H 1.497272 -1.730847 1.551443  0.269
16 H 0.006496 -2.013118 2.011083  0.265
17 H 0.992524 -3.427213 1.978363  0.244
18 H 3.290168 0.174694 -1.580380  0.223
19 H 3.389213 1.767467 -0.448134  0.188
20 H 2.069263 1.791353 -1.808181  0.185
21 H 0.237242 1.842554 -0.744947  0.135
22 H -1.600193 2.061016 0.504818  0.174

Atomic forces in eV per Å
0.1 3.3 -2.3
1.3 -1.8 3.2
-2.2 -0.8 -4.2
-0.3 0.3 0.4
-1.0 -0.6 0.5
0.1 1.1 0.4
-1.3 -0.5 0.5
0.0 -0.3 -0.4
2.2 0.6 -1.1
0.0 -0.4 0.2
-1.0 -1.4 -1.0
0.0 -0.8 0.7
0.4 1.4 0.0
-0.9 0.5 2.7
1.8 0.6 0.1
-0.9 -0.1 -0.2
0.4 0.1 -0.5
-1.0 2.2 0.4
-0.7 -1.2 -1.7
1.8 -1.5 0.6
0.8 -0.7 0.8
0.5 0.0 1.1

=====

Computed, not measured: a 2-piece molecular cluster, C7H12N2O overall, with the ωB97M-V functional and the def2-TZVPD basis.

Results
Spin multiplicity = 1
Molar mass = 140.2 g/mol
SMILES string = CC[C@H]1C[C@@]2(C#N)N[C@@H]12.O
LUMO = 0.6209 eV
Highest occupied orbital energy = -9.27 eV

Each line ends with the natural charge from an NBO analysis.
Positions of all 22 atoms, in Å:
1 C 2.342319 6.047090 -2.325417  -0.605
2 C 1.742345 5.399537 -1.081643  -0.405
3 C 0.896201 4.176913 -1.397313  -0.205
4 C 1.589997 2.864618 -1.898514  -0.380
5 C 0.943026 2.120741 -0.726339  -0.047
6 N 1.406576 2.768351 0.509500  -0.571
7 C 0.313329 3.385328 -0.224149  -0.049
8 C 0.384668 0.791825 -0.725822  0.300
9 N 0.293522 -0.378066 -0.671425  -0.353
10 H 2.941507 6.929894 -2.061627  0.214
11 H 2.997317 5.344888 -2.862677  0.203
12 H 1.554362 6.371010 -3.022179  0.200
13 H 2.543071 5.111983 -0.383245  0.217
14 H 1.112025 6.132510 -0.552193  0.202
15 H 0.086633 4.446836 -2.090568  0.208
16 H 1.227803 2.533229 -2.877310  0.222
17 H 2.688075 2.854243 -1.878864  0.221
18 H 1.005169 2.287276 1.320684  0.405
19 H -0.662026 3.510729 0.247547  0.209
20 O -0.275930 0.864688 2.103008  -0.978
21 H -1.124806 1.318886 2.099243  0.478
22 H -0.340018 -0.044004 1.597535  0.512

Atomic forces in eV per Å
0.1 0.1 -0.2
0.1 0.0 0.3
-0.1 0.2 -0.1
0.2 -0.1 -0.2
-0.9 0.2 0.1
0.2 0.0 0.1
-0.3 0.1 0.0
1.2 -2.7 0.3
-0.5 2.6 -0.3
-0.2 -0.2 -0.1
-0.2 0.2 0.1
0.2 -0.1 0.2
-0.2 0.0 -0.2
0.1 -0.2 -0.1
0.2 -0.1 0.1
0.1 0.1 0.2
-0.3 0.0 0.0
0.1 -0.1 -0.3
0.3 0.0 -0.2
0.2 -2.3 -1.0
-0.2 -0.5 -0.2
-0.2 2.9 1.3

=====

Computed, not measured: a 2-piece molecular cluster, C7H12N2O overall, with the ωB97M-V functional and the def2-TZVPD basis.

Results
Spin multiplicity = 1
Molar mass = 140.2 g/mol
SMILES string = C#C[C@@H](CC#N)N(C)C.O
LUMO = 0.3686 eV
Highest occupied orbital energy = -9.26 eV

Each line ends with the natural charge from an NBO analysis.
Positions of all 22 atoms, in Å:
1 C 0.244345 0.307182 2.778127  -0.420
2 N -0.828867 -0.591211 2.391886  -0.430
3 C -1.770460 -0.801355 3.477359  -0.412
4 C -1.484460 -0.259993 1.137602  -0.106
5 C -1.987128 1.136490 1.088429  -0.056
6 C -2.253780 2.304427 0.905932  -0.213
7 C -0.592874 -0.527075 -0.092111  -0.500
8 C -0.016443 -1.875966 -0.102673  0.286
9 N 0.640938 -2.822923 -0.293244  -0.308
10 H 0.768597 -0.106807 3.649526  0.213
11 H 0.976228 0.425019 1.968725  0.190
12 H -0.120313 1.319744 3.040466  0.180
13 H -2.290321 0.128274 3.785422  0.175
14 H -2.512253 -1.558294 3.189017  0.204
15 H -1.229840 -1.183091 4.353556  0.209
16 H -2.352351 -0.929736 1.045694  0.233
17 H -2.578044 3.251701 0.509040  0.245
18 H -1.171645 -0.379686 -1.014308  0.261
19 H 0.235702 0.195150 -0.118431  0.245
20 O 3.058105 2.742270 -0.223025  -0.940
21 H 2.817364 2.105466 0.459842  0.469
22 H 2.506377 2.498667 -1.058976  0.473

Atomic forces in eV per Å
0.1 0.3 0.1
0.2 -0.3 -0.1
-0.1 0.0 0.2
-0.5 0.0 0.3
0.0 1.1 -0.6
-0.1 -1.0 -0.4
-0.1 0.3 0.2
1.9 -1.5 -0.8
-1.6 1.7 0.6
-0.1 0.1 -0.3
-0.2 -0.1 0.2
0.1 -0.2 0.0
0.1 -0.2 -0.1
0.2 0.2 0.1
-0.1 0.1 -0.2
0.2 0.1 0.1
0.2 -0.2 0.6
0.1 0.0 0.3
-0.2 -0.2 0.0
-1.4 -0.5 -2.2
-0.1 0.0 -0.2
1.5 0.5 2.5